C53H49BrMnN2O6 | wB97M-V/def2-TZVPD

Cartesian coordinates (Å):
Mn  0.3325  -1.1157  0.6640
C  -1.5200  5.3706  1.0570
C  -1.9687  4.1352  0.2580
C  -3.2281  4.4594  -0.5303
O  -0.9251  3.7351  -0.6088
C  -0.1808  2.6288  -0.0428
C  -0.9258  2.4584  1.3266
O  -2.2091  3.0409  1.0937
C  -1.0327  1.1436  2.1811
O  0.0115  0.3098  1.9359
C  -0.9255  1.5759  3.6715
C  -0.3007  0.7007  4.5560
C  -0.1262  1.0375  5.8899
C  -0.5760  2.2621  6.3686
C  -1.2237  3.1299  5.5025
C  -1.4046  2.7853  4.1679
C  -2.4255  0.5118  1.9328
C  -3.4510  0.5222  2.8749
C  -4.6773  -0.0736  2.6045
C  -4.9098  -0.6760  1.3790
C  -3.8970  -0.6897  0.4311
C  -2.6678  -0.1146  0.7131
C  0.1295  1.5115  -1.1829
O  0.1487  0.2551  -0.7080
C  -0.9387  1.5433  -2.3090
C  -2.2720  1.3278  -1.9732
C  -3.2519  1.2148  -2.9451
C  -2.9174  1.3003  -4.2899
C  -1.5901  1.4785  -4.6424
C  -0.6111  1.5962  -3.6621
C  1.5052  1.9733  -1.8059
C  2.5670  1.1117  -2.1677
C  3.7670  1.6982  -2.5858
C  3.9204  3.0648  -2.7407
C  2.8412  3.8962  -2.5039
C  1.6584  3.3439  -2.0436
H  -1.3674  6.2012  0.3672
H  -0.5802  5.1688  1.5714
H  -2.2819  5.6369  1.7916
H  -3.0033  5.2312  -1.2667
H  -4.0004  4.8125  0.1542
H  -3.5807  3.5724  -1.0467
H  0.8053  3.0035  0.2385
H  -0.3742  3.1524  1.9734
H  0.0561  -0.2404  4.1605
H  0.3730  0.3411  6.5546
H  -0.4243  2.5380  7.4065
H  -1.5878  4.0851  5.8666
H  -1.9371  3.4650  3.5102
H  -3.2987  0.9873  3.8386
H  -5.4535  -0.0680  3.3626
H  -5.8689  -1.1355  1.1668
H  -4.0577  -1.1596  -0.5331
H  -1.8842  -0.1451  -0.0338
H  -2.5376  1.2403  -0.9275
H  -4.2836  1.0492  -2.6531
H  -3.6822  1.2160  -5.0535
H  -1.3070  1.5124  -5.6890
H  0.4197  1.7222  -3.9652
H  1.4463  -0.6018  -2.7005
H  4.6159  1.0689  -2.8130
H  4.8704  3.4705  -3.0718
H  2.9162  4.9661  -2.6647
H  0.8130  3.9945  -1.8676
C  4.0355  -0.1733  2.5772
C  4.0155  -0.9651  3.7245
C  2.9858  -1.8740  3.8589
C  2.0200  -2.0138  2.8619
N  2.0889  -1.2840  1.7111
C  3.0580  -0.3663  1.6263
C  0.8273  -2.8372  2.9629
C  0.6105  -3.7844  3.9695
C  -0.5820  -4.4800  4.0191
C  -1.5480  -4.2504  3.0411
C  -1.3127  -3.3291  2.0297
C  -0.1379  -2.5692  1.9648
H  4.7954  0.5834  2.4302
H  4.7708  -0.8519  4.4924
H  2.8996  -2.4694  4.7592
H  3.0464  0.2549  0.7373
H  1.3780  -3.9866  4.7129
H  -0.7574  -5.2077  4.8048
H  -2.4876  -4.7954  3.0724
H  -2.0752  -3.2021  1.2674
C  4.8135  -1.1859  -2.0256
C  3.4775  -1.2921  -2.8026
C  3.6691  -1.0027  -4.2997
C  2.9605  -2.7315  -2.6816
C  2.3892  -0.3930  -2.1875
H  5.6607  -1.0158  -2.6965
H  5.0072  -2.1062  -1.4715
H  4.7898  -0.3770  -1.2953
H  4.3802  -1.7138  -4.7319
H  4.0312  0.0073  -4.4924
H  2.7144  -1.1179  -4.8198
H  3.7163  -3.4432  -3.0281
H  2.0552  -2.8702  -3.2785
H  2.7070  -2.9710  -1.6479
H  2.2149  -0.7444  -1.1722
Br  -1.7297  -7.3799  -4.5175
C  -1.5790  -5.5978  -3.8119
C  -2.3726  -4.6078  -4.3560
N  -2.3127  -3.3496  -3.9191
C  -1.4630  -3.0778  -2.9278
C  -0.6358  -4.0209  -2.3258
C  -0.6934  -5.3328  -2.7917
C  0.3099  -3.6674  -1.1965
O  1.0953  -4.5319  -0.8045
O  0.1872  -2.4750  -0.7982
H  -3.0724  -4.8124  -5.1569
H  -1.4275  -2.0477  -2.5880
H  -0.0539  -6.0785  -2.3409

**⟨S²⟩**: 1.028
**HOMO level (alpha / beta)**: -1.6 / -0.5 eV
**Electronic energy**: -172385.3096 eV
**Energy above the lowest of the compared OMol25 structures with the same formula, charge and spin**: 0.0 kJ/mol
**HOMO-LUMO gap (alpha / beta)**: 5.35 / 4.28 eV
**Spin multiplicity**: 2
**Net charge**: -2


C53H49IrN8P2 | wB97M-V/def2-TZVPD

Cartesian coordinates (Å):
Ir  0.2414  0.1452  0.6890
C  -0.4355  -2.9737  -0.4110
N  0.0190  -1.7408  -1.0394
C  0.8409  -1.9748  -2.2201
C  1.1574  -0.6607  -2.8427
N  0.3972  0.3898  -2.6680
C  0.9334  1.3769  -3.4513
C  0.4956  2.6747  -3.7174
C  1.2905  3.4598  -4.5517
C  2.4490  2.9633  -5.1418
C  2.8668  1.6548  -4.9405
C  2.0958  0.8792  -4.0865
N  2.2093  -0.4233  -3.6700
C  -1.3888  -2.6051  0.6658
N  -1.5647  -1.3654  1.0962
C  -2.6357  -1.4298  1.9739
C  -3.3365  -0.4448  2.6586
C  -4.4052  -0.8364  3.4409
C  -4.7947  -2.1747  3.5491
C  -4.1256  -3.1689  2.8634
C  -3.0567  -2.7724  2.0769
N  -2.2349  -3.4804  1.2327
H  0.4229  -3.5262  -0.0074
H  -0.9468  -3.6356  -1.1279
H  -0.7974  -1.2202  -1.3734
H  0.2886  -2.5811  -2.9561
H  1.7410  -2.5405  -1.9627
H  -0.4737  3.0052  -3.3820
H  0.9793  4.4683  -4.7775
H  3.0366  3.6039  -5.7790
H  3.7454  1.2589  -5.4269
H  2.9101  -1.0774  -3.9845
H  -3.0760  0.5922  2.5366
H  -4.9812  -0.0916  3.9682
H  -5.6544  -2.4321  4.1493
H  -4.4322  -4.2018  2.9049
H  -2.2894  -4.4722  1.0578
C  3.3999  -1.0702  0.0414
N  2.5267  0.0695  0.0938
C  2.9886  1.1972  -0.3374
C  2.1202  2.2716  -0.5867
C  2.3391  3.5505  -1.1343
C  1.0861  4.0828  -1.3600
C  0.1462  3.1142  -0.9029
N  0.7647  2.0477  -0.4408
C  3.7658  -1.6569  1.3824
C  2.7869  -2.1924  2.2137
C  3.1389  -2.7254  3.4405
C  4.4677  -2.7300  3.8366
C  5.4460  -2.2096  3.0032
C  5.0973  -1.6738  1.7750
H  4.3217  -0.8071  -0.4916
H  2.8701  -1.8455  -0.5171
H  4.0382  1.3174  -0.6029
H  3.2855  4.0076  -1.3499
H  0.8491  5.0533  -1.7455
H  -0.9272  3.1883  -0.9077
H  1.7523  -2.1807  1.8863
H  2.3812  -3.1387  4.0865
H  4.7414  -3.1416  4.7947
H  6.4793  -2.2141  3.3112
H  5.8592  -1.2734  1.1214
C  -1.6335  1.7339  4.5486
N  -0.7562  1.5748  3.4027
P  -1.0049  2.3198  1.8673
C  -2.7231  2.9048  1.7691
C  -3.2645  3.8081  2.6852
C  -4.5418  4.2957  2.4812
C  -5.2681  3.9174  1.3631
C  -4.7224  3.0378  0.4414
C  -3.4533  2.5263  0.6442
C  -0.0730  3.9076  1.9706
C  -0.6706  5.1425  1.7262
C  0.0719  6.3019  1.8817
C  1.4060  6.2417  2.2505
C  2.0194  5.0099  2.4146
C  1.2884  3.8489  2.2528
P  0.4982  0.3889  3.2655
C  1.9518  1.2370  3.9929
C  1.8309  2.1536  5.0342
C  2.9711  2.7208  5.5758
C  4.2219  2.3989  5.0734
C  4.3379  1.5098  4.0179
C  3.2039  0.9366  3.4730
C  0.1286  -0.8827  4.5275
C  0.3209  -0.6458  5.8884
C  0.0413  -1.6424  6.8075
C  -0.4003  -2.8861  6.3860
C  -0.5657  -3.1330  5.0325
C  -0.2979  -2.1385  4.1093
H  -1.3001  2.5464  5.1999
H  -1.6608  0.8070  5.1222
H  -2.6482  1.9636  4.2217
H  -2.6809  4.1497  3.5279
H  -4.9577  4.9907  3.1918
H  -6.2537  4.3210  1.2038
H  -5.2819  2.7580  -0.4357
H  -3.0165  1.8298  -0.0605
H  -1.7082  5.2154  1.4403
H  -0.4012  7.2564  1.7159
H  1.9696  7.1505  2.3983
H  3.0677  4.9507  2.6640
H  1.7671  2.8860  2.3486
H  0.8630  2.4289  5.4222
H  2.8771  3.4175  6.3935
H  5.1061  2.8418  5.5036
H  5.3062  1.2625  3.6149
H  3.2775  0.2497  2.6456
H  0.7074  0.2993  6.2361
H  0.1789  -1.4452  7.8591
H  -0.5929  -3.6652  7.1059
H  -0.8925  -4.1032  4.6966
H  -0.3899  -2.3378  3.0546

**⟨S²⟩**: 0.921
**HOMO level (alpha / beta)**: -15.4 / -15.4 eV
**Electronic energy**: -89069.8693 eV
**Energy above the lowest of the compared OMol25 structures with the same formula, charge and spin**: 207.1 kJ/mol
**HOMO-LUMO gap (alpha / beta)**: 6.05 / 5.02 eV
**Spin multiplicity**: 2
**Net charge**: +3


C53H49N3NiO6P2S3 | wB97M-V/def2-TZVPD

Cartesian coordinates (Å):
Ni  0.6387  0.5400  0.4250
C  1.9554  -2.2615  -7.1633
S  1.9466  -3.6695  -6.0349
C  0.2326  -3.5544  -5.4468
C  -0.0327  -2.3911  -4.5010
C  0.8068  -2.5077  -3.2263
N  0.3988  -1.6909  -2.0721
P  -0.9423  -2.0781  -1.0379
C  -2.0260  -3.1410  -2.0742
C  -3.1525  -2.5347  -2.6295
C  -4.0060  -3.2471  -3.4622
C  -3.7454  -4.5812  -3.7387
C  -2.6409  -5.2039  -3.1692
C  -1.7912  -4.4901  -2.3370
C  -0.2204  -3.2975  0.1084
C  1.2675  -3.4744  0.1496
C  1.8309  -4.4715  1.2071
C  0.8369  -4.9737  2.2100
C  -0.4639  -4.7225  2.1004
C  -1.0011  -3.8834  1.0167
P  0.7465  -0.0193  -1.8740
C  -0.3364  0.8096  -3.0941
C  -1.6411  1.1097  -2.7006
C  -2.5626  1.5751  -3.6277
C  -2.1875  1.7561  -4.9517
C  -0.8842  1.4841  -5.3447
C  0.0363  1.0127  -4.4208
C  2.4195  0.2780  -2.5010
C  2.7375  1.5958  -2.8431
C  4.0480  1.9459  -3.1232
C  5.0567  0.9914  -3.0512
C  4.7491  -0.3127  -2.7002
C  3.4374  -0.6662  -2.4173
H  2.9592  -2.1883  -7.5775
H  1.7257  -1.3348  -6.6383
H  1.2441  -2.4171  -7.9739
H  0.0303  -4.5073  -4.9524
H  -0.4153  -3.4903  -6.3228
H  -1.0955  -2.3754  -4.2598
H  0.1840  -1.4510  -5.0061
H  1.8335  -2.2568  -3.4778
H  0.8070  -3.5536  -2.9027
H  -3.3454  -1.4878  -2.4206
H  -4.8740  -2.7621  -3.8906
H  -4.4075  -5.1407  -4.3875
H  -2.4442  -6.2497  -3.3708
H  -0.9409  -4.9875  -1.8851
H  1.6278  -3.7159  -0.8512
H  2.3490  -5.3276  0.7686
H  1.2114  -5.5836  3.0251
H  -1.1612  -5.1251  2.8261
H  -2.0761  -3.7323  0.9796
H  -1.9134  1.0000  -1.6592
H  -3.5722  1.8099  -3.3130
H  -2.9060  2.1208  -5.6750
H  -0.5844  1.6385  -6.3740
H  1.0515  0.8053  -4.7364
H  1.9676  2.3578  -2.8468
H  4.2836  2.9709  -3.3816
H  6.0842  1.2722  -3.2457
H  5.5333  -1.0540  -2.6157
H  3.2188  -1.6778  -2.1002
C  2.8325  -3.0283  3.1360
C  2.2399  -1.9286  3.5750
C  1.5666  -1.0271  2.6333
N  1.4614  -1.1925  1.3753
C  2.1445  -2.3310  0.7482
C  2.8271  -3.3659  1.6853
H  3.3420  -3.7006  3.8186
H  2.2552  -1.6391  4.6168
H  1.1268  -0.1226  3.0507
H  2.8253  -1.8891  0.0257
H  3.8459  -3.5828  1.3611
O  -1.2740  -0.1681  1.4187
S  -1.5586  0.2838  2.8330
C  -2.4434  -1.0965  3.5479
C  -2.2323  -1.3767  4.8889
C  -2.9052  -2.4436  5.4735
C  -3.7624  -3.2202  4.7082
C  -3.9526  -2.9363  3.3584
C  -3.2936  -1.8692  2.7729
C  -2.9461  1.4063  2.6856
C  -3.5373  1.5667  1.4453
C  -4.6370  2.4086  1.3349
C  -5.1189  3.0769  2.4517
C  -4.4961  2.9222  3.6847
C  -3.3978  2.0865  3.8065
H  -1.5467  -0.7680  5.4678
H  -2.7527  -2.6703  6.5206
H  -4.2834  -4.0533  5.1621
H  -4.6199  -3.5483  2.7647
H  -3.4261  -1.6283  1.7241
H  -3.1221  1.0438  0.5918
H  -5.1147  2.5436  0.3730
H  -5.9785  3.7285  2.3618
H  -4.8628  3.4585  4.5501
H  -2.8974  1.9635  4.7603
O  0.1130  2.2838  1.9042
C  -0.4057  2.7920  0.8870
O  -0.5207  2.1634  -0.2019
H  -0.7869  3.8203  0.9379
O  2.0305  3.4933  -0.4372
C  2.8256  2.7474  0.0995
N  2.5715  1.4647  0.5360
S  3.8788  0.8129  1.2595
O  3.6926  0.6918  2.6864
O  4.3263  -0.3814  0.5791
C  4.9801  2.1452  0.9221
C  6.3355  2.2488  1.1707
C  6.9607  3.4206  0.7642
C  6.2379  4.4402  0.1423
C  4.8766  4.3082  -0.0960
C  4.2605  3.1363  0.3025
H  6.8796  1.4484  1.6543
H  8.0236  3.5439  0.9291
H  6.7506  5.3453  -0.1583
H  4.2983  5.0855  -0.5786

**⟨S²⟩**: 2.006
**HOMO level (alpha / beta)**: -7.6 / -7.7 eV
**Electronic energy**: -164638.5163 eV
**Energy above the lowest of the compared OMol25 structures with the same formula, charge and spin**: 22.9 kJ/mol
**HOMO-LUMO gap (alpha / beta)**: 7.98 / 8.09 eV
**Spin multiplicity**: 3


C53H50Cl2N4O4P2S4TeY | wB97M-V/def2-TZVPD

Cartesian coordinates (Å):
Y  0.1323  -0.4542  0.1102
C  -3.4862  2.8104  3.9497
C  -2.3487  3.5801  3.2873
N  -1.0104  3.0601  3.5924
C  -0.2791  3.6874  4.7084
C  -0.5945  3.0847  6.0763
C  -0.5148  1.9569  2.9955
S  -1.4622  1.2136  1.7481
N  0.6071  1.4632  3.5169
C  1.4614  0.7121  2.8452
O  1.5824  0.6721  1.5825
C  2.3362  -0.1821  3.6597
C  1.9626  -0.5367  4.9539
C  2.6549  -1.5222  5.6401
C  3.7587  -2.1230  5.0436
C  4.1633  -1.7453  3.7653
C  3.4436  -0.7842  3.0647
H  -4.4448  3.2691  3.6836
H  -3.3927  2.8126  5.0374
H  -3.4988  1.7754  3.6014
H  -2.3571  4.6203  3.6140
H  -2.4848  3.5699  2.2081
H  -0.5369  4.7467  4.6896
H  0.7802  3.5998  4.5057
H  -1.6150  3.3112  6.3923
H  0.0898  3.4827  6.8311
H  -0.4721  2.0002  6.0465
H  1.0884  -0.0787  5.3974
H  2.2998  -1.8450  6.6137
H  4.2997  -2.8984  5.5742
H  5.0237  -2.2157  3.3032
H  3.7184  -0.5033  2.0529
Cl  -2.2273  -1.8554  0.9816
C  -2.0366  -3.5224  0.4885
C  -2.5650  -4.4747  1.3409
C  -2.4826  -5.8086  0.9823
C  -1.8829  -6.1511  -0.2193
C  -1.3427  -5.1730  -1.0404
Cl  -0.6059  -5.6950  -2.5265
C  -1.3635  -3.8034  -0.7097
S  -0.5973  -2.5805  -1.6930
H  -3.0234  -4.1674  2.2753
H  -2.8786  -6.5743  1.6377
H  -1.8171  -7.1881  -0.5276
C  -1.4025  1.7068  -4.0750
N  -1.5228  1.7187  -2.6020
P  -2.3083  0.4271  -1.7153
C  -3.4263  -0.2752  -3.0036
C  -4.3231  0.5866  -3.6473
C  -5.2094  0.0987  -4.5915
C  -5.2303  -1.2630  -4.8928
C  -4.3573  -2.1228  -4.2521
C  -3.4501  -1.6315  -3.3112
C  -3.6342  1.3078  -0.7728
C  -4.5904  0.5300  -0.1154
C  -5.5613  1.1239  0.6784
C  -5.6014  2.5080  0.8120
C  -4.6703  3.2889  0.1432
C  -3.6892  2.6887  -0.6384
P  -0.2804  2.3786  -1.6386
C  -0.0914  4.0669  -2.3414
C  0.7674  4.3626  -3.3994
C  0.8177  5.6452  -3.9342
C  0.0116  6.6505  -3.4141
C  -0.8334  6.3723  -2.3462
C  -0.8759  5.0916  -1.8107
C  1.2886  1.5808  -2.1155
C  2.4291  2.3206  -1.5488
C  3.7277  2.1739  -1.8164
C  4.3957  1.2723  -2.7735
C  2.4895  -0.5821  -2.7559
C  1.3217  0.3398  -2.6416
H  -2.1291  2.3763  -4.5384
H  -1.5562  0.7101  -4.4846
H  -0.4055  2.0325  -4.3643
H  -4.3286  1.6418  -3.3957
H  -5.8948  0.7764  -5.0869
H  -5.9358  -1.6461  -5.6213
H  -4.3695  -3.1829  -4.4793
H  -2.7522  -2.2987  -2.8252
H  -4.5768  -0.5493  -0.2225
H  -6.2860  0.5061  1.1977
H  -6.3603  2.9730  1.4315
H  -4.7018  4.3691  0.2340
H  -2.9601  3.2977  -1.1526
H  1.4069  3.5879  -3.8081
H  1.4908  5.8582  -4.7574
H  0.0476  7.6492  -3.8342
H  -1.4505  7.1555  -1.9211
H  -1.5121  4.8949  -0.9546
H  2.1688  3.1080  -0.8465
H  4.4045  2.8383  -1.2891
H  5.4732  1.2416  -2.6728
H  2.2136  -1.4216  -3.3883
H  0.3858  -0.0948  -2.9910
Te  2.8265  -1.3959  -0.7384
C  3.7917  0.0005  -3.2779
C  3.9083  1.1735  -4.2300
C  4.9281  0.9011  -5.2732
C  5.5448  -0.2691  -5.1266
S  4.9896  -1.2565  -3.7867
H  3.0293  1.7593  -4.4770
H  5.1420  1.5971  -6.0777
H  6.3462  -0.6543  -5.7472
N  0.7439  -2.3823  1.8394
C  0.2040  -2.7081  3.1529
C  -0.4635  -1.7386  3.8829
C  -0.7853  -1.9688  5.2110
C  -0.4439  -3.1780  5.8127
C  0.1445  -4.1826  5.0520
C  0.4690  -3.9458  3.7219
S  -0.5795  -3.3458  7.5904
O  -1.7735  -2.5961  7.9400
O  0.6640  -2.7373  8.0520
O  -0.6675  -4.7766  7.8185
H  0.8691  -3.2309  1.2977
H  1.6886  -2.0347  1.9968
H  -0.6957  -0.7862  3.4211
H  -1.2792  -1.2097  5.8112
H  0.3759  -5.1296  5.5281
H  0.9801  -4.7069  3.1374

**HOMO level**: -4.9 eV
**Electronic energy**: -165229.1973 eV
**HOMO-LUMO gap**: 6.47 eV
**Spin multiplicity**: 1
**Net charge**: -1